[1]
This record from the Open Molecules 2025 dataset describes a molecular structure, C2H16N4O6Zn in a non-equilibrium geometry. The level of theory is the ωB97M-V functional and the def2-TZVPD basis.

Atoms and positions in Å:
Zn 12.234 4.889 16.598
O 13.184 3.481 15.476
H 13.480 3.322 14.580
H 13.216 2.621 15.895
O 11.502 6.413 17.531
H 11.813 7.318 17.571
H 10.814 6.367 18.195
O 14.141 5.950 16.590
H 14.647 6.215 17.359
H 14.245 6.674 15.973
O 10.703 3.681 17.112
H 9.887 3.766 16.619
H 10.496 3.065 17.815
C 11.810 5.943 13.564
O 11.787 5.708 14.799
N 10.769 6.148 12.845
N 12.856 6.308 12.876
H 10.850 6.473 11.892
H 9.828 5.903 13.118
H 12.845 6.370 11.868
H 13.720 6.301 13.398
C 13.710 3.379 19.188
O 13.175 4.046 18.273
N 13.122 3.012 20.300
N 15.001 3.041 19.148
H 13.622 2.396 20.925
H 12.144 3.199 20.469
H 15.559 3.281 18.342
H 15.370 2.839 20.067

Cartesian forces, eV/Å:
1.347 -0.286 -0.397
0.208 -0.736 0.023
-0.007 0.272 -0.441
0.083 -0.396 0.286
-0.691 0.925 0.738
0.314 0.344 -0.236
-0.358 -0.216 0.271
-0.049 0.161 -0.291
0.164 -0.115 0.479
0.062 0.284 -0.328
-0.718 -0.101 -0.200
-0.410 0.030 -0.388
0.298 -0.230 0.410
-0.110 1.177 1.714
0.072 -0.335 -0.434
-4.850 -0.444 -1.798
3.947 -0.238 0.308
-0.093 -0.069 0.240
0.248 -0.002 0.232
0.332 0.030 0.325
0.211 0.081 -0.728
0.717 1.085 -1.330
-0.452 -0.459 0.207
-1.495 -0.520 1.389
0.381 -0.128 -0.010
-0.465 0.069 0.088
0.313 -0.011 0.052
0.101 -0.038 0.460
0.900 -0.134 -0.642

Values from the calculation:
* highest occupied orbital energy: -16.7 eV
* lowest unoccupied orbital energy: -5.88 eV
* charge: +2
* energy above the lowest of the compared OMol25 structures with the same formula, charge and spin: 78.94 kJ/mol

[2]
This record from the Open Molecules 2025 dataset describes 2 unconnected molecules or ions with the total composition C2H8N2O. The level of theory is the ωB97M-V functional and the def2-TZVPD basis.

Atoms and positions in Å:
H -2.080 0.008 1.578
N -1.355 0.716 1.749
C -0.274 0.121 2.048
N -0.083 -1.209 2.281
H 0.620 0.741 2.164
H -0.875 -1.803 2.426
H 0.864 -1.468 2.463
C 0.919 0.883 -2.486
O 0.641 -0.350 -3.121
H 0.753 1.699 -3.176
H 0.364 1.036 -1.556
H 1.984 0.928 -2.278
H 0.057 -0.868 -2.546

Cartesian forces, eV/Å:
-0.110 0.319 0.221
-0.169 -0.388 -0.396
-0.186 0.585 0.136
0.376 0.747 -0.313
0.006 -0.234 0.019
0.145 -0.350 0.046
-0.048 -0.686 0.257
0.523 0.092 0.091
-0.619 -0.515 0.290
-0.465 0.222 -0.156
-0.027 0.016 -0.183
0.255 -0.058 0.349
0.319 0.250 -0.360

Values from the calculation:
* highest occupied orbital energy: -9.5 eV
* lowest unoccupied orbital energy: 0.73 eV
* SMILES: [H]/N=C\N.CO
* energy above the lowest of the compared OMol25 structures with the same formula, charge and spin: 172.63 kJ/mol

[3]
This record from the Open Molecules 2025 dataset describes a molecular structure, H28O14 in a non-equilibrium geometry. The level of theory is the ωB97M-V functional and the def2-TZVPD basis.

Atoms and positions in Å:
H -0.187 1.197 0.927
H 0.419 -0.106 0.370
H 2.919 -2.473 1.938
H 3.341 -3.809 1.581
H 0.444 -2.401 2.691
H -0.385 -1.722 1.513
H -3.452 2.785 1.954
H -3.475 1.328 2.224
H 3.478 -0.933 -1.270
H 4.681 -0.045 -1.446
H 0.729 2.797 1.638
H -0.502 3.617 1.820
H -3.853 2.315 -1.452
H -2.830 1.400 -2.053
H -4.016 -3.067 -1.662
H -2.502 -3.073 -1.289
H -3.485 -0.415 -1.872
H -4.222 -1.011 -0.852
H 4.654 -0.558 1.917
H 3.182 -0.209 2.208
H 1.724 -1.219 -2.993
H 1.359 -1.544 -1.620
H 2.272 0.799 -1.849
H 0.903 0.864 -1.661
H 1.568 4.616 -1.309
H 2.065 3.305 -0.955
H -3.031 -1.371 1.920
H -2.767 -0.807 0.578
O -0.329 0.283 0.675
O 2.516 -3.257 1.680
O 0.286 -1.548 2.252
O -3.037 2.100 2.513
O 3.996 -0.454 -1.975
O 0.448 3.619 2.014
O -2.927 2.307 -1.908
O -3.347 -2.787 -0.964
O -3.882 -1.258 -1.652
O 3.993 0.077 1.660
O 2.122 -1.597 -2.271
O 1.582 0.318 -1.414
O 1.787 3.755 -1.687
O -3.085 -1.592 0.952

Cartesian forces, eV/Å:
0.225 -0.256 -0.131
3.850 -1.203 -1.274
0.612 2.729 0.730
-1.511 0.299 -0.038
-0.122 0.238 -0.469
1.365 0.265 1.831
0.356 -0.258 0.504
-0.645 -1.550 -0.319
0.725 0.639 -1.598
0.638 0.406 -0.077
0.621 -0.692 -0.160
0.204 0.185 0.253
2.465 0.278 -1.287
0.605 -2.210 -0.589
1.839 0.056 1.428
0.609 -0.590 -0.231
-0.006 1.021 -1.181
-1.667 0.193 3.615
0.599 -0.289 0.146
1.729 0.869 -1.308
-1.055 1.457 -2.950
1.679 -0.473 -1.236
1.716 -0.329 -0.300
-3.586 2.188 -0.451
-0.092 0.003 -0.364
1.310 -2.160 2.971
-0.057 -0.467 -1.135
1.192 1.874 -1.135
-4.551 1.894 0.928
0.909 -3.169 -0.770
-1.124 -0.925 -0.868
0.321 1.864 -0.242
0.881 0.125 1.832
-0.738 0.559 -0.044
-3.044 2.071 1.862
0.275 -10.086 1.592
-1.352 8.480 -6.537
-2.398 -0.558 1.157
-1.603 -5.063 2.813
0.658 1.096 1.909
-1.213 2.081 -2.537
-0.617 -0.597 3.660

Values from the calculation:
* highest occupied orbital energy: -8.0 eV
* lowest unoccupied orbital energy: -0.26 eV
* energy above the lowest of the compared OMol25 structures with the same formula, charge and spin: 902.28 kJ/mol

[4]
This record from the Open Molecules 2025 dataset describes a molecular structure, C19H24FN3O4SSiSr in a non-equilibrium geometry. The level of theory is the ωB97M-V functional and the def2-TZVPD basis.

Atoms and positions in Å:
Sr 12.243 8.646 7.928
C 10.176 4.890 5.210
Si 10.311 5.741 6.859
C 12.076 5.382 7.592
C 8.848 5.307 8.049
N 10.335 7.429 6.584
C 9.324 8.260 6.199
C 7.936 7.971 6.062
C 7.049 8.898 5.568
C 7.470 10.140 5.081
C 8.851 10.463 5.138
C 9.654 9.616 5.831
F 11.054 9.930 5.981
H 9.635 3.958 5.275
H 11.148 4.559 4.918
H 9.770 5.562 4.453
H 12.385 4.357 7.485
H 12.194 5.742 8.624
H 12.841 5.878 7.020
H 8.201 4.510 7.630
H 8.170 6.142 8.273
H 9.126 4.931 9.043
H 7.555 6.988 6.308
H 5.939 8.581 5.586
H 6.760 10.865 4.732
H 9.280 11.364 4.694
O 13.918 10.314 7.354
C 14.812 9.427 7.113
O 14.572 8.201 7.099
C 16.241 9.770 6.743
C 16.624 11.059 6.450
C 17.936 11.336 6.098
C 18.850 10.316 5.886
O 20.077 10.350 5.234
C 20.377 9.008 5.007
O 19.423 8.151 5.663
C 18.465 9.014 6.186
C 17.193 8.731 6.626
H 15.901 11.862 6.573
H 18.256 12.352 5.935
H 21.395 8.757 5.321
H 20.231 8.844 3.898
H 16.852 7.727 6.809
C 8.662 9.277 10.024
N 9.820 8.507 10.431
C 11.111 8.837 10.513
N 11.411 10.167 10.306
S 12.366 7.748 10.789
H 7.731 8.732 10.226
H 8.646 9.527 8.918
H 8.641 10.197 10.582
H 9.655 7.519 10.481
H 10.728 10.906 10.303
H 12.369 10.460 10.598

Cartesian forces, eV/Å:
0.023 -0.471 -1.487
-0.309 -0.292 0.415
0.143 0.823 0.453
-1.112 0.502 0.050
-0.133 -0.710 0.153
-0.076 0.860 0.794
0.525 0.247 -0.011
0.775 -0.265 0.168
-1.815 0.241 -0.162
0.465 -0.291 0.270
-0.820 0.362 0.298
1.423 -1.431 -0.051
-1.511 -0.046 -0.121
-0.652 -0.224 -0.133
0.942 0.102 -0.422
-0.095 -0.159 0.027
-0.133 -0.685 0.449
-0.081 -0.474 -0.006
0.238 0.631 -0.597
0.299 0.334 0.066
0.293 0.102 -0.355
0.320 -0.050 -0.189
0.197 -0.029 0.073
1.855 0.832 -0.284
-0.108 0.097 -0.323
-0.296 -0.149 0.278
1.094 -0.311 0.013
0.310 0.518 -0.481
-0.903 -0.709 0.487
0.253 -0.112 0.130
-0.092 0.314 0.733
1.116 0.565 -0.576
-0.991 0.075 0.101
-1.049 0.640 1.505
-0.167 -1.365 -1.941
0.097 0.485 0.867
0.234 0.335 -1.289
-0.413 -0.107 0.043
0.181 -0.140 -0.102
-0.065 0.224 -0.222
-0.209 0.085 0.079
0.454 -0.109 0.930
0.090 -0.240 -0.044
-0.162 0.631 -1.311
-0.048 -1.011 -0.262
-0.385 1.248 0.684
1.497 -0.037 0.193
-0.316 0.001 0.067
0.514 0.003 0.100
0.221 -0.351 1.052
-0.200 0.486 0.240
0.149 -0.349 0.057
-0.292 -0.143 -0.009
-1.274 -0.486 -0.396

Values from the calculation:
* highest occupied orbital energy: -6.9 eV
* lowest unoccupied orbital energy: -0.22 eV
* energy above the lowest of the compared OMol25 structures with the same formula, charge and spin: 0.00 kJ/mol

[5]
This record from the Open Molecules 2025 dataset describes a molecular structure, C17H21AgI2N5O in a non-equilibrium geometry. The level of theory is the ωB97M-V functional and the def2-TZVPD basis.

Atoms and positions in Å:
Ag -11.975 -11.202 -2.115
I -13.399 -5.738 -3.556
C -11.663 -6.958 -3.772
C -10.562 -6.269 -4.305
C -9.356 -6.931 -4.402
I -7.723 -6.017 -5.220
C -9.236 -8.280 -3.977
C -8.046 -9.039 -4.054
C -8.074 -10.337 -3.622
C -9.186 -10.893 -3.080
N -10.319 -10.205 -2.932
C -10.400 -8.919 -3.415
C -11.570 -8.200 -3.201
O -12.608 -8.836 -2.588
H -10.508 -5.183 -4.494
H -7.158 -8.669 -4.539
H -7.184 -11.003 -3.656
H -9.246 -11.979 -2.814
C -12.543 -13.276 0.534
C -13.677 -13.002 -0.348
N -13.577 -12.482 -1.561
C -14.803 -12.542 -2.169
C -15.675 -13.154 -1.382
N -14.961 -13.430 -0.241
H -11.715 -13.788 -0.017
H -12.730 -14.006 1.333
H -12.261 -12.320 0.912
H -14.900 -12.148 -3.180
H -16.746 -13.354 -1.624
H -15.328 -13.887 0.555
N -13.433 -7.248 -0.182
C -12.681 -7.815 1.012
C -12.797 -9.309 0.882
N -14.107 -9.880 0.803
C -14.903 -9.271 -0.254
C -14.828 -7.755 -0.132
H -13.005 -8.142 -2.002
H -13.365 -6.275 -0.331
H -13.219 -7.443 1.829
H -11.702 -7.350 0.936
H -12.292 -9.829 1.679
H -12.312 -9.469 -0.090
H -14.601 -9.805 1.685
H -15.988 -9.630 -0.162
H -14.646 -9.604 -1.226
H -15.324 -7.433 0.827
H -15.349 -7.254 -0.923

Cartesian forces, eV/Å:
-0.633 -0.608 0.069
0.357 -0.596 -0.085
-0.770 1.534 0.737
1.641 0.037 0.171
-0.717 -0.403 0.073
0.529 0.656 -0.289
-0.652 -0.297 0.060
-0.659 -0.514 -0.155
2.726 -0.522 -0.375
-2.476 -0.942 0.636
0.573 0.139 -0.585
2.328 -0.828 0.650
-1.141 0.038 -0.969
0.119 1.204 0.020
-0.755 -0.777 -0.175
0.062 0.286 0.139
-0.594 0.817 -0.231
0.290 1.225 -0.055
0.674 -1.364 0.152
-1.743 -0.959 -2.047
1.068 0.736 0.377
1.217 1.005 -1.918
-1.775 -0.277 0.119
0.131 -0.277 0.716
-0.588 0.876 0.087
-0.439 0.588 0.006
0.758 0.497 0.665
-0.222 -0.212 0.450
1.241 -0.027 0.865
-0.305 -0.424 0.688
-0.117 -3.164 0.108
-1.089 1.577 -2.516
1.124 -0.062 -0.506
-0.727 -0.438 -0.356
-2.027 0.336 1.423
0.016 1.138 0.575
-0.233 -0.365 0.407
-0.030 1.134 0.278
-0.447 0.473 1.928
0.361 -0.610 0.409
0.625 -0.087 0.238
0.228 -0.655 0.216
0.052 0.052 0.005
1.374 0.656 0.122
0.867 -0.408 -0.977
0.322 -0.335 -0.573
-0.545 0.144 -0.576

Values from the calculation:
* highest occupied orbital energy: -11.0 eV
* lowest unoccupied orbital energy: -3.31 eV
* charge: +1
* energy above the lowest of the compared OMol25 structures with the same formula, charge and spin: 0.00 kJ/mol

[6]
This record from the Open Molecules 2025 dataset describes a gas-phase ion, C2H6N3OS (charge +1) in a non-equilibrium geometry. The level of theory is the ωB97M-V functional and the def2-TZVPD basis.

Atoms and positions in Å:
C -0.481 -0.087 -0.823
C -0.383 -0.943 -1.946
N 1.016 1.403 3.558
N -1.305 0.797 -0.512
N 0.542 -0.324 0.136
O 0.716 0.187 1.429
S 0.321 1.523 2.239
H -0.390 -0.133 -2.858
H -1.260 -1.462 -2.182
H 0.603 -1.522 -2.007
H 1.792 0.936 4.123
H -1.998 0.892 -1.236
H 0.829 -1.267 0.082

Cartesian forces, eV/Å:
0.086 1.446 4.147
2.745 1.438 -4.528
-0.329 0.739 -1.535
-0.653 0.893 0.227
0.447 0.619 -1.312
-0.649 -0.073 -0.409
1.712 -2.060 1.940
0.496 -2.042 1.828
-1.123 -1.319 0.167
-1.677 0.610 -0.075
-1.539 0.403 -1.320
-0.426 0.371 -0.170
0.912 -1.026 1.041

Values from the calculation:
* highest occupied orbital energy (alpha / beta): -13.9 / -13.9 eV
* lowest unoccupied orbital energy (alpha / beta): -6.88 / -6.88 eV
* charge: +1
* energy above the lowest of the compared OMol25 structures with the same formula, charge and spin: 587.94 kJ/mol

Number 1: total energy -68986.3290 eV. Number 2: total energy -7230.5385 eV. Number 3: total energy -29112.3002 eV. Number 4: total energy -55022.4287 eV. Number 5: total energy -47662.7686 eV. Number 6: total energy -19512.1281 eV.